{"formula": "C36H65BrN5PS", "method": "ωB97M-V with the def2-TZVPD basis set", "spin_multiplicity": 1, "largest_force_ev_per_a": 5.0, "homo_ev": -7.99, "elements": ["Br", "S", "P", "N", "N", "N", "N", "N", "C", "C", "C", "C", "C", "C", "C", "C", "C", "C", "C", "C", "C", "C", "C", "C", "C", "C", "C", "C", "C", "C", "C", "C", "C", "C", "C", "C", "C", "C", "C", "C", "C", "C", "C", "C", "H", "H", "H", "H", "H", "H", "H", "H", "H", "H", "H", "H", "H", "H", "H", "H", "H", "H", "H", "H", "H", "H", "H", "H", "H", "H", "H", "H", "H", "H", "H", "H", "H", "H", "H", "H", "H", "H", "H", "H", "H", "H", "H", "H", "H", "H", "H", "H", "H", "H", "H", "H", "H", "H", "H", "H", "H", "H", "H", "H", "H", "H", "H", "H", "H"], "coordinates": [[-4.269, 2.528, -1.882], [0.982, -2.361, 0.151], [-1.295, 2.904, -3.968], [-1.932, 1.848, 3.773], [-1.280, 4.271, -3.042], [2.932, -0.257, -1.488], [-7.719, -4.435, 0.068], [9.059, 3.031, 1.055], [8.825, 3.835, -0.147], [-7.278, -3.049, -0.123], [-3.540, 0.691, -2.187], [0.859, 1.227, -2.622], [-0.785, 1.472, -2.811], [-2.154, -0.353, 5.056], [7.204, 4.074, 2.380], [-4.268, 1.145, 3.000], [2.788, -4.575, -1.113], [-7.708, -2.344, -1.405], [-4.009, -0.007, -3.610], [11.590, 3.220, 1.370], [-1.331, -0.671, -1.083], [-7.043, -5.425, -0.774], [-1.192, 2.250, 1.411], [-9.626, -5.941, 0.685], [0.279, -0.933, -0.907], [10.361, 2.357, 1.109], [8.664, 3.635, 2.330], [4.042, 1.724, -0.107], [2.436, -2.972, -0.928], [-1.912, 0.554, -2.054], [9.479, 5.211, -0.216], [3.271, 3.015, -0.035], [1.450, -0.005, -1.658], [3.280, -1.742, -1.686], [-1.692, 1.099, 5.010], [4.039, -5.033, -2.108], [-3.329, 2.222, 3.533], [4.529, -2.251, -2.668], [-7.490, -5.540, -2.228], [-1.193, 1.322, 2.622], [-9.173, -4.570, 0.193], [3.359, 0.220, -0.103], [4.915, -3.857, -2.885], [-4.027, -1.658, -3.346], [-3.238, -0.432, 5.160], [1.656, 1.924, -3.173], [11.451, 3.903, 2.212], [5.214, 1.819, -0.138], [5.169, -1.412, -3.224], [-4.004, 0.001, -1.330], [11.872, 3.803, 0.492], [-6.185, -3.001, -0.043], [10.517, 1.793, 0.181], [-5.176, 1.614, 2.606], [-8.577, -5.546, -2.335], [-9.142, -6.201, 1.632], [-7.644, -2.458, 0.727], [3.588, 3.966, -0.646], [-7.144, -2.696, -2.270], [-2.674, 2.768, -4.458], [-3.679, -1.946, -2.258], [-0.977, 3.941, -2.076], [6.533, 3.244, 2.134], [7.002, 4.902, 1.696], [-3.312, -2.239, -4.089], [2.329, 3.031, 0.662], [9.373, 5.776, 0.714], [2.381, 0.199, 0.578], [-4.583, 0.457, 3.787], [4.303, -6.164, -2.288], [-5.130, -2.102, -3.454], [9.119, 3.261, -1.034], [9.004, 5.803, -1.007], [-7.513, -1.269, -1.314], [-7.119, -6.480, -2.651], [-2.189, 2.356, 0.976], [-0.361, 3.114, -5.076], [7.742, 3.968, -0.264], [-1.715, -0.851, 5.929], [-1.570, 0.341, 2.316], [-5.960, -5.244, -0.752], [10.539, 5.143, -0.463], [-1.846, -0.919, 4.173], [4.189, -0.508, 0.332], [-0.613, 1.116, 5.211], [-5.125, 0.258, -3.917], [-3.342, 3.062, 2.829], [-2.139, 1.638, 5.855], [-8.774, -2.462, -1.610], [-9.679, -4.348, -0.751], [12.445, 2.578, 1.612], [9.299, 4.489, 2.584], [-0.145, 1.178, 2.912], [-3.758, 2.639, 4.453], [-0.538, 1.843, 0.633], [-9.534, -3.836, 0.923], [-7.157, -6.409, -0.305], [-10.708, -5.936, 0.853], [-7.084, -4.734, -2.841], [-3.268, 0.275, -4.500], [-2.122, -1.364, -0.553], [-3.826, 0.565, 2.186], [-9.414, -6.729, -0.044], [10.313, 1.592, 1.894], [8.801, 2.895, 3.129], [5.796, -4.162, -3.607], [-0.818, 3.244, 1.676], [2.093, -5.343, -0.535], [6.954, 4.417, 3.390]], "forces_ev_per_angstrom": [[0.6, -1.1, -0.3], [0.6, 0.7, -2.4], [0.2, 2.7, 3.4], [0.1, 0.0, 0.4], [0.7, -2.5, 0.0], [-1.6, -2.0, 0.4], [0.3, 0.2, 0.1], [0.2, -0.3, -0.1], [-0.4, -0.1, 0.1], [-0.1, -0.1, 0.3], [0.8, -2.3, -0.1], [-1.7, -2.7, 1.9], [1.2, -3.5, 1.5], [-0.1, -0.3, 0.2], [0.0, 0.0, -0.1], [-0.4, -0.1, 0.0], [1.8, 2.9, -1.9], [0.1, 0.3, -0.2], [-0.4, -0.8, 0.1], [0.4, 0.0, 0.0], [2.3, 2.2, -1.9], [-0.2, -0.2, 0.3], [-0.1, 0.1, 0.0], [0.1, -0.1, 0.0], [-0.4, 2.4, -2.3], [-0.3, -0.2, 0.1], [-0.1, -0.1, -0.2], [-1.9, 3.2, -0.1], [2.6, -0.1, -2.5], [4.2, -0.9, 1.0], [0.1, 0.3, -0.2], [1.6, -3.9, 0.1], [-4.7, 1.1, -1.1], [1.1, -4.6, -0.8], [0.2, 0.2, -0.1], [-0.9, 4.5, 0.5], [0.2, 0.3, -0.2], [-1.8, -1.9, 1.6], [0.1, -0.1, -0.3], [-0.1, 0.3, 0.0], [0.2, -0.2, 0.1], [0.7, 0.9, 2.4], [-3.5, 1.0, 2.7], [0.0, -0.5, -0.2], [0.1, 0.0, -0.1], [-2.1, -1.7, 1.3], [0.0, 0.0, -0.1], [-2.5, -0.4, -0.9], [-1.6, -2.1, 1.4], [1.1, 1.8, -1.8], [0.0, 0.0, 0.1], [-0.1, -0.2, 0.0], [-0.2, 0.2, 0.0], [0.1, 0.0, 0.0], [0.1, 0.0, 0.0], [0.0, 0.0, -0.2], [-0.1, -0.2, 0.0], [-0.2, -1.8, 2.0], [-0.1, 0.0, 0.0], [1.4, -0.7, -0.2], [-0.6, 0.7, -2.2], [-0.5, 0.7, -1.5], [0.1, 0.1, 0.0], [0.0, -0.1, 0.0], [-1.6, 1.3, 1.5], [1.4, -0.1, -2.2], [0.0, -0.1, 0.0], [2.3, 0.2, -1.2], [0.1, -0.1, -0.1], [-0.7, 2.6, 0.5], [2.5, 1.1, 0.1], [0.1, -0.1, 0.3], [0.0, -0.1, 0.1], [0.0, -0.1, 0.0], [0.0, 0.1, 0.0], [0.1, 0.0, 0.0], [-0.9, -1.0, 0.4], [0.1, 0.0, 0.2], [0.0, 0.1, -0.1], [0.0, -0.2, -0.1], [-0.2, 0.2, 0.1], [0.0, 0.1, 0.1], [0.0, 0.1, 0.0], [-2.0, 1.4, -1.0], [-0.1, 0.1, -0.2], [2.5, -0.1, 0.8], [0.1, -0.1, 0.0], [-0.1, 0.1, -0.2], [0.1, 0.0, 0.0], [-0.2, 0.0, -0.1], [-0.1, 0.1, 0.0], [0.1, 0.2, 0.1], [-0.2, 0.0, 0.3], [0.3, -0.2, 0.0], [-0.1, 0.0, 0.1], [0.3, 0.1, -0.2], [-0.1, 0.1, 0.0], [0.1, 0.0, -0.1], [-0.1, 0.0, 0.0], [-1.7, -0.6, 2.1], [2.0, 1.5, -1.1], [0.0, 0.0, 0.0], [0.0, 0.0, 0.1], [-0.2, 0.2, 0.0], [0.2, 0.0, -0.2], [-2.0, 0.8, 1.7], [-0.1, -0.1, 0.0], [1.8, 1.8, -1.5], [0.1, 0.0, -0.1]]}

---

{"formula": "C36H66BF4N12", "method": "ωB97M-V with the def2-TZVPD basis set", "spin_multiplicity": 2, "charge": 4, "largest_force_ev_per_a": 6.4, "s2": 0.76, "homo_ev": [-11.33, -15.25], "elements": ["F", "F", "F", "F", "N", "N", "N", "N", "N", "N", "N", "N", "N", "N", "N", "N", "C", "C", "C", "C", "C", "C", "C", "C", "C", "C", "C", "C", "C", "C", "C", "C", "C", "C", "C", "C", "C", "C", "C", "C", "C", "C", "C", "C", "C", "C", "C", "C", "C", "C", "C", "C", "B", "H", "H", "H", "H", "H", "H", "H", "H", "H", "H", "H", "H", "H", "H", "H", "H", "H", "H", "H", "H", "H", "H", "H", "H", "H", "H", "H", "H", "H", "H", "H", "H", "H", "H", "H", "H", "H", "H", "H", "H", "H", "H", "H", "H", "H", "H", "H", "H", "H", "H", "H", "H", "H", "H", "H", "H", "H", "H", "H", "H", "H", "H", "H", "H", "H", "H"], "coordinates": [[-0.939, -0.675, 0.177], [0.816, -1.990, -0.233], [0.959, -0.715, 1.519], [0.944, 0.086, -0.662], [3.836, -3.529, 0.798], [-6.666, 0.780, -3.843], [-1.268, 3.389, 1.314], [0.498, 0.935, -5.014], [-3.137, -2.098, 2.879], [-4.559, 0.377, -3.148], [0.766, 4.093, 0.615], [4.278, -0.846, 4.869], [2.818, 0.784, 4.229], [5.357, -1.948, 0.213], [-2.454, -3.207, 1.025], [0.288, -1.292, -4.911], [5.060, -3.895, 1.210], [2.021, 4.160, -0.085], [1.997, 3.436, -1.483], [4.726, -2.193, 5.248], [-1.883, -3.770, 2.124], [3.984, -2.303, 0.183], [0.152, -2.679, -5.327], [0.409, -0.881, -3.589], [-2.990, -0.088, 4.563], [5.959, -0.666, -0.230], [3.032, -0.534, 4.308], [7.005, -0.124, 0.836], [0.571, 0.515, -3.702], [4.013, 1.373, 4.773], [-3.872, -1.048, 3.655], [-2.344, 2.520, 1.652], [0.169, 5.086, 1.434], [-5.919, 1.990, -3.841], [-0.203, 3.037, 0.497], [-8.122, 0.674, -3.952], [2.588, -4.252, 0.961], [6.020, -3.041, 0.747], [-3.208, -2.158, 1.526], [0.374, 1.318, 4.578], [-5.828, -0.151, -3.276], [-4.620, 1.668, -3.733], [-8.782, 0.394, -2.573], [-3.332, -0.323, -2.745], [2.160, 2.787, -5.021], [0.751, 2.199, -5.502], [-1.064, 4.630, 1.871], [1.660, 1.494, 3.654], [0.340, -0.211, -5.772], [-2.419, -3.669, -0.349], [-2.175, -2.987, 3.307], [4.844, 0.365, 5.226], [0.434, -0.787, 0.233], [1.448, 1.186, 2.631], [2.932, 2.018, -5.047], [0.670, 2.206, -6.589], [-0.192, 2.158, -0.131], [2.059, -3.633, 1.686], [-8.599, 1.301, -1.996], [3.969, 2.442, 4.921], [2.085, 3.238, -4.032], [2.276, -1.269, 4.073], [5.283, -4.732, 1.855], [-3.491, -1.400, -2.785], [2.411, 3.716, -5.532], [-1.619, -3.087, -0.808], [2.224, 5.225, -0.200], [0.425, -0.181, -6.848], [-2.542, 0.660, 3.910], [0.205, -1.547, -2.763], [0.194, -2.830, -6.406], [1.912, 2.356, -1.365], [-4.444, -0.423, 2.970], [7.787, -0.862, 1.011], [-1.205, -4.607, 2.045], [0.048, 0.291, 4.411], [-0.335, 2.101, 4.310], [-3.791, 2.322, -3.960], [2.779, 3.779, 0.600], [3.203, -1.628, -0.134], [-8.319, -0.194, -4.582], [0.622, 6.044, 1.643], [-8.469, 1.479, -4.600], [7.391, 0.829, 0.473], [2.909, 3.598, -2.057], [0.664, 1.436, 5.622], [-3.344, -3.497, -0.899], [-6.023, -1.187, -3.042], [-1.711, 5.049, 2.627], [-2.892, -0.050, -1.785], [-3.725, 0.405, 5.199], [6.389, -0.808, -1.221], [6.516, 0.151, 1.771], [-1.921, -2.997, 4.357], [-6.389, 2.893, -4.203], [-0.825, -3.031, -4.995], [2.749, -5.249, 1.371], [3.948, -2.842, 5.650], [-2.613, -0.131, -3.542], [-1.977, 1.554, 1.307], [-0.056, 2.826, -5.122], [5.088, -0.032, -0.393], [-8.354, -0.483, -2.087], [7.091, -2.939, 0.834], [2.046, -4.445, 0.035], [-2.310, -0.622, 5.227], [0.626, 1.248, -2.911], [5.758, 0.355, 5.802], [-4.625, -1.555, 4.259], [1.180, 3.846, -2.077], [-3.800, -1.609, 0.809], [-3.161, 2.728, 0.961], [-9.858, 0.228, -2.619], [5.026, -2.725, 4.345], [0.936, -3.260, -4.843], [-2.682, 2.550, 2.688], [-2.075, -4.692, -0.502], [5.540, -2.235, 5.972], [1.915, 2.537, 3.467]], "forces_ev_per_angstrom": [[-1.6, 0.1, 0.5], [0.5, -3.6, -1.1], [0.0, 0.7, 0.9], [1.2, 2.3, -1.0], [0.7, 2.8, -1.8], [2.5, 0.0, 3.0], [0.0, 0.7, 0.9], [-0.1, -6.4, 0.6], [0.6, 1.3, -2.3], [-1.9, 0.3, -1.5], [-2.4, -0.3, 0.0], [-3.1, 1.5, -0.2], [3.3, -1.0, 0.7], [-3.3, -2.2, -0.2], [-2.0, 1.2, 3.2], [0.1, 1.9, -1.6], [2.3, -1.4, 0.3], [-0.2, 0.1, -0.5], [0.2, 0.6, 1.1], [0.0, -1.0, -0.7], [1.2, 1.0, 2.8], [2.7, 0.1, 0.8], [-0.3, -0.6, 0.2], [-0.2, 2.7, -2.1], [-1.4, -1.0, -1.1], [0.2, 0.1, 0.7], [0.9, -0.6, 0.6], [-1.4, -0.1, -1.1], [-0.7, -0.9, 1.1], [-1.3, -0.7, 0.3], [0.5, 0.4, 1.1], [0.2, -0.4, -1.6], [-1.1, -0.9, 0.2], [-1.2, -1.3, -2.4], [1.0, 0.3, 0.3], [-0.8, -1.9, -0.3], [-0.4, -0.1, 0.8], [-0.6, 1.8, 0.4], [0.3, -1.7, -0.7], [2.1, 0.1, -0.9], [0.9, 1.5, -0.8], [0.1, -0.1, 1.9], [0.3, 1.3, -0.6], [0.1, -0.4, -1.0], [-1.5, 0.2, 0.1], [1.4, 3.7, -0.3], [2.3, 0.6, -0.6], [-1.3, 0.4, 0.4], [0.6, 0.3, 2.6], [1.2, 0.6, -1.0], [-0.9, -1.5, -3.1], [-0.8, 0.4, -0.7], [-0.2, 0.2, 0.5], [0.1, -0.7, 0.2], [0.1, 0.3, -0.2], [0.1, -0.1, 0.1], [0.2, 0.3, 0.0], [-0.8, -0.4, -0.3], [-0.2, -0.2, 0.5], [0.6, -0.1, 0.0], [-0.2, -0.8, 0.4], [0.2, 0.0, -0.2], [-0.4, -0.3, -0.4], [-0.3, 0.0, 0.2], [0.1, -0.5, -0.9], [-0.1, 0.2, -0.3], [0.2, 0.0, -0.3], [-0.2, -0.5, 0.0], [0.4, -0.2, 0.3], [0.5, 0.2, 0.1], [0.2, 0.4, 0.1], [-0.3, 0.0, 0.1], [0.3, -0.2, -0.3], [0.1, 0.3, -0.1], [-0.1, 0.0, 0.0], [-0.5, 0.2, 0.1], [-0.2, -0.4, -0.1], [0.2, -0.3, 0.5], [0.5, -0.4, -0.3], [-0.1, -0.3, -0.1], [0.2, -0.2, -0.1], [0.2, -0.2, -0.1], [-0.1, 0.4, 0.7], [0.4, -0.3, -0.2], [0.2, 0.3, 0.3], [-0.1, 0.1, 0.0], [-0.1, -0.1, 0.5], [-0.4, 0.2, 0.0], [-0.1, 0.1, -0.3], [-0.4, 0.4, 0.0], [0.1, 0.1, 0.0], [0.3, -0.1, 0.2], [-0.2, -0.4, 0.1], [0.2, -0.5, -0.2], [0.1, 0.0, 0.0], [0.1, -0.1, 0.0], [0.5, 0.2, 0.2], [-0.4, 0.6, 0.2], [0.2, 0.1, 0.2], [-0.2, -0.6, 0.7], [0.1, 0.4, -0.1], [0.2, 0.4, 0.3], [0.2, 0.1, -0.1], [-0.1, -0.7, 0.3], [0.2, 0.7, 0.0], [0.2, 0.1, -0.3], [0.1, -0.1, 0.0], [0.0, 0.4, -0.2], [0.2, -0.2, 0.1], [-0.2, -0.1, 0.1], [-0.2, 0.4, 0.7], [-0.7, 0.1, 0.3], [0.1, 0.1, -0.4], [0.4, 0.2, 0.0], [-0.1, 0.0, -0.1], [0.2, 0.1, -0.1], [-0.5, -0.1, 0.8], [0.0, 0.7, -0.2], [0.3, 0.1, 0.8]]}